The following is a quantum chemistry calculation of a molecular structure, C37H30N5O2SiTi, from the OMol25 dataset.

Calculated values
calculated total energy	-2991.2361	a.u.
E_LUMO (alpha / beta)	2.639 / 1.947	eV
total charge	-1
spin multiplicity	3

Each line ends with the Mulliken charge.
Cartesian coordinates (Å):
Ti -0.065 -0.776 1.307  -0.42
O 4.360 -3.084 -1.024  -0.70
C 4.630 -1.785 -1.256  0.34
C 5.777 -1.488 -1.987  -0.65
C 6.143 -0.175 -2.212  -0.28
C 5.374 0.864 -1.701  -1.02
C 4.216 0.576 -1.005  -0.17
C 3.803 -0.742 -0.797  0.42
C 2.593 -1.035 -0.026  0.63
O 1.579 -0.132 0.080  -0.17
N 2.538 -2.124 0.666  -1.02
N 1.427 -2.168 1.468  0.39
C 1.462 -2.893 2.594  -1.09
C 0.716 -2.373 3.678  0.88
C 0.634 -2.991 4.944  -1.10
C 0.008 -2.337 5.972  -0.10
C -0.553 -1.073 5.749  -1.00
C -0.478 -0.541 4.478  -0.09
N 0.131 -1.152 3.464  0.25
H 3.640 -3.116 -0.352  0.48
H 6.376 -2.314 -2.349  0.43
H 7.044 0.040 -2.774  0.36
H 5.670 1.894 -1.851  0.41
H 3.615 1.381 -0.607  0.50
H 2.136 -3.734 2.720  0.37
H 1.073 -3.970 5.085  0.38
H -0.053 -2.798 6.951  0.40
H -1.058 -0.529 6.535  0.39
H -0.937 0.410 4.237  0.46
C -4.467 1.122 -2.312  -0.58
C -4.058 -0.167 -1.998  -1.11
C -2.914 -0.375 -1.243  -0.13
C -2.152 0.704 -0.800  -0.33
C -2.588 1.996 -1.087  -0.24
C -3.731 2.203 -1.846  -0.82
N -0.951 0.518 -0.040  1.46
N -1.202 0.896 1.388  -0.67
C -2.230 -0.033 1.861  0.66
C -3.310 0.450 2.588  -0.38
C -4.236 -0.446 3.110  -0.67
C -4.076 -1.811 2.902  -0.67
C -2.977 -2.285 2.186  -0.98
C -2.031 -1.421 1.649  0.41
H -5.358 1.283 -2.907  0.37
H -4.633 -1.018 -2.342  0.40
H -2.591 -1.375 -0.987  0.54
H -2.020 2.834 -0.705  0.43
H -4.049 3.215 -2.072  0.41
H -3.427 1.522 2.713  0.39
H -5.091 -0.076 3.665  0.38
H -4.804 -2.507 3.306  0.37
H -2.860 -3.359 2.069  0.41
C 0.814 5.511 -0.515  -0.46
C 0.485 4.688 0.554  -0.75
C 0.404 3.310 0.383  -0.12
C 0.687 2.726 -0.854  0.47
C 1.048 3.568 -1.908  -0.45
C 1.087 4.948 -1.755  -0.67
Si 0.684 0.855 -1.161  0.71
C -0.110 -0.236 -2.496  0.82
C -0.156 -1.620 -2.333  -0.39
C -0.602 -2.454 -3.350  -0.90
C -1.029 -1.914 -4.554  -0.58
C -0.983 -0.537 -4.739  -0.63
C -0.509 0.285 -3.728  -0.10
H 0.861 6.586 -0.383  0.35
H 0.274 5.121 1.525  0.40
H 0.074 2.690 1.205  0.25
H 1.320 3.134 -2.866  0.34
H 1.347 5.581 -2.595  0.37
H 1.934 0.955 -2.020  -0.31
H 0.138 -2.069 -1.388  0.28
H -0.626 -3.527 -3.194  0.43
H -1.393 -2.559 -5.345  0.36
H -1.317 -0.104 -5.675  0.41
H -0.474 1.358 -3.897  0.28



The following is a quantum chemistry calculation of 2 unconnected molecules or ions with the total composition C7H16F3NO2PS in a non-equilibrium geometry, from the OMol25 dataset.

Calculated values
calculated total energy	-1520.3507	a.u.
E_LUMO	-4.665	eV
total charge	+1

Each line ends with the Mulliken charge.
Cartesian coordinates (Å):
C -0.742 -2.659 -3.106  -1.14
C 0.547 -2.150 -3.845  -0.46
C 0.469 -0.593 -4.077  -0.57
S 1.984 0.261 -3.473  -0.05
P 1.657 1.362 -1.640  0.34
N 2.338 0.658 -0.387  -0.57
H -1.542 -2.778 -3.843  0.33
H -0.480 -3.609 -2.632  0.33
H -1.012 -1.904 -2.359  0.31
H 1.420 -2.411 -3.226  0.34
H 0.690 -2.679 -4.794  0.33
H 0.470 -0.455 -5.167  0.36
H -0.458 -0.162 -3.681  0.54
H 2.842 -0.746 -3.101  0.31
H 2.210 2.654 -1.830  0.18
H 0.261 1.506 -1.388  0.15
H 3.040 1.280 0.005  0.26
C -0.167 -1.001 3.217  -1.22
C -0.207 0.297 2.438  0.03
O -1.315 1.110 2.849  -0.33
C -1.130 1.814 3.965  0.33
O -0.138 1.808 4.619  -0.49
C -2.364 2.659 4.259  0.91
F -3.487 1.959 4.123  -0.25
F -2.434 3.697 3.421  -0.26
F -2.342 3.141 5.489  -0.23
H -1.119 -1.527 3.130  0.32
H 0.629 -1.647 2.846  0.38
H 0.004 -0.818 4.277  0.33
H -0.353 0.084 1.379  0.15
H 0.728 0.851 2.531  0.30



The following is a quantum chemistry calculation of 2 unconnected molecules or ions with the total composition F2HOPS in a non-equilibrium geometry, from the OMol25 dataset.

Calculated values
calculated total energy	-1015.0913	a.u.
E_LUMO (alpha / beta)	-2.870 / -2.997	eV
total charge	0

Each line ends with the Mulliken charge.
Cartesian coordinates (Å):
O -0.553 -0.496 -0.547  -0.47
F -0.424 0.776 1.564  -0.20
F -0.891 1.947 -0.482  -0.25
P 0.209 0.897 0.103  0.56
S 1.810 -2.379 0.841  0.00
H -0.151 -0.744 -1.479  0.36